Record 1
# C25H52Cl2N2O25

A 10-piece molecular cluster, C25H52Cl2N2O25 overall in a non-equilibrium geometry (ωB97M-V with the def2-TZVPD basis set, the Open Molecules 2025 dataset).

As for the SMILES: C[N+](=O)[O-].C[N+](=O)[O-].COC(=O)OC.COC(=O)OC.COC(=O)OC.COC(=O)OC.COC(=O)OC.COC(=O)OC.COC(=O)OC.ClCCCl. The value obtained for the HOMO-LUMO gap is 10.37 eV. The calculation puts the lowest unoccupied orbital energy at -0.14 eV.

Structure (ORCA input):
```
! wB97M-V def2-TZVPD RIJCOSX def2/J DEFGRID3
* xyz 0 1
C -6.55184 5.30591 3.63251
H 4.17428 -8.87654 2.98830
H 6.10327 5.48428 -2.75528
C -0.58230 -0.51957 0.47290
C 3.79348 -6.67134 0.52840
C 3.27355 -4.39536 0.09093
H 5.41660 -7.75923 2.25822
H -1.29222 -6.70545 1.99044
H -2.08964 -5.10584 -5.36224
O -0.66199 1.04604 4.06605
O -0.86925 -2.56774 -5.76192
C -0.73809 4.21098 -1.18682
C 4.54989 -8.39699 2.08768
H 1.66450 2.71392 -0.50714
H 0.14239 4.57552 -1.71976
C 5.99578 -1.15750 -1.95996
H 4.86858 5.01970 -3.96956
C -4.37352 4.05699 -1.42219
C -1.03692 -4.83808 -5.29177
H -3.15561 0.75561 -3.32392
O -4.64583 4.74273 -2.52178
C -2.13685 0.36243 -3.30724
O -2.71223 -3.21100 3.94684
H -6.84030 5.12756 4.66790
H 4.28628 -4.20080 0.44338
O 6.53232 -0.46551 -2.91745
C -1.69610 -3.66290 3.22810
O -1.39259 1.01315 -2.31446
Cl 1.68467 -1.52176 -0.59551
C -4.53069 1.83636 -0.68337
O -1.19140 2.87756 -3.53551
H 1.92152 -0.23931 4.96242
H 5.42775 -0.37791 0.94379
H -3.18576 6.22755 -2.63938
H -0.66952 4.36343 -0.11071
H -0.08523 -5.92310 3.05670
H -0.26568 -2.55659 0.22446
H -5.60612 5.83002 3.49177
N -1.00605 -3.42123 -4.88639
C -0.91428 -5.75872 2.37100
O -5.05006 3.18340 4.60252
H 1.76756 1.30919 5.77559
H -0.40136 -5.43121 -4.64091
O -5.23367 2.33889 2.51456
H -1.56517 4.78016 -1.60910
O -3.89734 4.46840 -0.37888
O 2.85814 -5.73521 0.51677
O 4.87148 -6.63865 -0.04534
H -0.71098 -4.84221 -6.33068
O 1.30164 1.49735 3.25658
C -5.52885 3.19004 3.49101
O 5.36452 -0.33495 -1.12005
H -1.94363 -1.73188 5.26673
O 2.52239 4.20966 -2.34864
H 6.24342 0.92116 -4.41196
H -3.62495 -1.55822 4.80130
C 3.49890 3.55309 -2.05686
C 1.20332 0.49903 5.31692
H 2.77992 1.56984 0.10328
O -0.69175 -3.03929 2.90281
H 3.89058 -0.24215 0.40287
C -4.41927 1.20006 2.69372
H 3.19811 -4.20841 -0.97730
H -4.72355 6.57347 -3.37406
C -2.64022 -1.85893 4.44106
H -4.57377 6.67162 -1.63670
C 6.30068 0.86694 -3.32505
O -6.37770 4.04989 3.01237
C -0.06045 -1.64454 -0.33756
O -0.81165 2.82051 -1.26772
H 5.31181 1.25488 -3.07681
O 3.53690 2.37448 -1.47157
O 4.76933 3.95221 -2.26794
H -2.24490 -0.67583 -2.99740
H -3.42522 1.34499 2.26800
O 3.47590 -7.62725 1.49541
Cl -2.35137 -0.63220 0.71970
C -4.26090 6.09901 -2.50928
H -2.52314 -1.10835 3.65879
O -4.73781 2.80659 -1.67294
H 4.92690 -9.20283 1.45582
O -1.36881 -3.14788 -3.76588
H -0.61802 -5.21448 1.47203
H 1.70261 1.14574 -1.25390
H -7.32423 5.89383 3.14111
H -0.10180 -0.36849 1.43939
C 5.07276 5.16435 -2.90915
O -1.93120 -4.94985 2.94464
H -4.80891 0.37642 2.09652
H -1.71605 0.42620 -4.30932
C 2.33763 1.92013 -0.82984
H 4.65344 -1.80859 0.15639
N 0.54468 1.11790 4.13186
H -5.24747 1.88820 0.13416
H -0.46893 0.47336 0.03595
O 6.04163 -2.37755 -1.91513
H 2.66871 -3.68882 0.65463
C -1.13212 2.30267 -2.46754
H -4.27403 1.00962 3.75682
H -0.51541 -1.75590 -1.32040
H -3.50557 1.74393 -0.32007
H -4.61633 0.83396 -1.10837
H 0.55227 -0.05012 5.99168
H 4.55865 6.03337 -2.49426
H 7.04957 1.52507 -2.88950
C 4.81825 -0.73314 0.10963
*
```

Record 2
# C25H52CoN8O2PSSi4

C25H52CoN8O2PSSi4 as an isolated structure in a non-equilibrium geometry (ωB97M-V with the def2-TZVPD basis set, the Open Molecules 2025 dataset).

The value obtained for the HOMO-LUMO gap (spin up / spin down) is 6.57 / 6.95 eV. The calculation puts the lowest unoccupied orbital energy (spin up / spin down) at 2.54 / 2.54 eV.

Structure (ORCA input):
```
! wB97M-V def2-TZVPD RIJCOSX def2/J DEFGRID3
* xyz -1 2
H 2.65908 -1.38220 -2.17658
C -2.27453 0.06067 1.83582
N -2.15433 -4.15171 -1.30795
H -5.61126 0.57061 2.39123
Si 0.71000 1.20554 -1.10305
C -1.82731 3.42693 -0.11588
H 2.69553 1.96954 -4.48027
H -2.61304 -2.50021 -0.07645
H 4.50447 3.18134 0.03391
H 0.99529 2.34467 -4.77512
H 3.57505 -0.34871 -3.27370
H 0.94292 -3.98820 1.16835
H -2.56132 -4.75840 0.64664
N 0.31191 1.35217 4.30953
H 3.62784 1.80752 0.76986
H -1.26746 4.36265 -0.22114
H -5.23342 -1.21540 4.09882
C 1.52099 4.30418 0.37034
H -2.35545 3.74125 -3.22387
C -3.15446 -1.38429 3.61321
Si -1.35719 2.22518 -1.48215
H 3.24318 4.85505 -2.05976
H -2.25166 -6.06814 -0.50966
H -2.74929 0.22830 -0.94360
H -2.96444 -2.15655 4.35280
H 0.77950 4.94810 -0.11368
S 2.63322 -1.00523 0.75555
N 0.30840 -1.25292 2.50609
O 1.22683 1.77956 2.27878
C 2.61936 -0.87258 -3.14530
H 1.94285 3.88822 3.25118
C -1.38210 3.25353 -3.07508
N 1.41588 -1.92732 3.02895
C 2.47161 -1.82345 2.27508
H 0.07406 3.98609 5.30806
H 1.75073 0.94000 -5.56089
C -1.92479 -2.75548 -0.88785
H 3.09988 3.44151 -3.11428
H 4.25845 1.66791 -0.87200
H 0.71768 -2.65767 -2.57040
C -2.75258 0.99056 -1.72736
H 1.50789 3.25421 6.05819
C -0.09581 -3.88543 0.85078
H 1.61899 4.83734 5.31102
P -0.19116 -2.41158 -0.30086
N 1.54478 3.28593 3.94889
C -0.33802 -0.44568 -3.97044
C 1.03898 2.11190 3.43788
H -0.02068 -6.51310 -1.22667
C 3.79757 2.36470 -0.15986
Si 1.20346 0.37669 -3.22787
C -0.78192 -1.54078 3.09391
C -4.62305 0.14207 2.51547
C -3.59567 0.59416 1.72720
H -1.35485 -3.78668 -3.20511
C 2.58424 4.02727 -2.35257
C 0.71461 -3.27509 -1.68012
H 1.32569 -5.55669 -0.57337
H 3.57972 -2.67428 3.72960
H -1.55500 -5.49710 -2.77639
O -1.34324 0.52228 1.08649
H 4.45400 -2.16118 2.36647
N -0.54799 -5.15669 0.25632
H 2.34417 4.93426 0.73075
H -1.19131 2.61546 -3.94585
H -0.72153 -2.28265 3.89294
H -0.06496 -1.25243 -4.66352
H -3.72361 1.49914 -1.70827
H -1.59474 2.99320 0.86173
H 2.54167 -1.63273 -3.93272
H -1.01196 -0.85157 -3.21335
N 3.58476 -2.50990 2.73471
H -2.16206 -2.09104 -1.71797
H 0.24771 1.56497 5.28467
C 0.28171 -5.51888 -0.88979
H -0.68890 -3.68963 1.74240
Co 0.41899 -0.24799 0.74351
C -1.93738 -5.07082 -0.19319
C 1.71056 1.52670 -4.63468
Si 2.16377 3.00643 -0.82633
C -4.41998 -0.86406 3.47832
C -2.07905 -0.95328 2.82072
H 1.68663 4.45328 -2.81432
C -1.25008 -4.51746 -2.40069
H 0.00782 0.45380 3.97382
N 0.16313 -4.60153 -2.01788
H 1.03280 3.80570 1.20776
H -3.75509 1.36992 0.98714
H 1.75260 -3.38617 -1.36086
C 1.15695 3.85790 5.21612
H -0.61152 4.03279 -3.05991
H -0.90447 0.30587 -4.53408
H -2.89831 3.66409 -0.15064
H -2.65091 0.49173 -2.69770
*
```

Record 3
# C25H52F5N10O6

A 7-piece molecular cluster, C25H52F5N10O6 overall in a non-equilibrium geometry (ωB97M-V with the def2-TZVPD basis set, the Open Molecules 2025 dataset).

The value obtained for the HOMO-LUMO gap is 7.09 eV. The calculation puts the lowest unoccupied orbital energy at -3.71 eV.

Structure (ORCA input):
```
! wB97M-V def2-TZVPD RIJCOSX def2/J DEFGRID3
* xyz 1 1
C 4.57401 -0.97686 2.86970
H -8.56791 0.16041 2.01826
O 4.92795 -1.44182 -2.11662
H -5.03708 1.27239 0.08850
H -4.05238 6.47024 -1.53466
O -0.50043 -3.77027 -2.48401
F 0.15580 1.30164 0.14805
C 5.75278 -2.68083 1.61181
H 3.23258 -7.28010 2.38354
H 0.27222 -1.42997 0.65032
C 6.84954 -0.48596 2.08314
C -3.92547 9.15034 -0.86729
C -2.97296 -0.77914 -0.87898
C 7.08153 0.26169 -2.54670
N 3.11437 -5.52186 3.49555
C -2.41596 8.88602 -2.74775
N -3.10595 8.31120 -1.72179
C 3.11228 -6.97098 3.42467
O 3.57491 -1.66032 3.01210
H -3.29514 9.90921 -0.39839
H 7.74296 1.12010 -2.66400
F -1.72707 2.20775 1.18825
C -0.65631 1.28290 1.28226
H -10.00334 2.64350 -0.32311
H 2.86472 -2.95275 -0.95059
H 4.94636 -2.77705 0.88061
H -3.43204 -1.35889 -1.75884
H 7.45767 -0.38572 -1.75107
H 5.61004 -3.43280 2.39071
N -2.02724 3.85516 -2.49568
O -8.56380 -1.32750 -0.31764
H -1.31235 -2.18826 -1.29540
H -9.66709 1.56468 1.96966
C 2.16874 -4.82632 2.80532
N -3.14774 0.69490 -1.09559
H 2.69645 -4.27652 0.22646
N -2.37542 1.50022 -1.81868
H -0.73616 -0.46151 -1.37413
H 6.66951 0.46967 2.57724
H 7.04828 -0.30914 1.02292
H 4.64052 0.04266 3.28197
H 2.25898 -3.73540 2.92538
H -1.21886 4.31341 -2.05012
C 2.69249 -4.02430 -0.83613
C -2.71115 2.88755 -1.85114
O 1.29571 -5.32234 2.11242
C 4.76867 -0.23906 -2.02642
H 4.02753 -5.19451 5.33527
H 3.78759 0.19851 -1.77713
N -3.88875 2.92136 -1.03873
H 4.42449 2.29431 -1.83393
H -1.82675 8.15991 -3.33275
C -8.59497 -0.16534 -0.67080
C 1.01806 -5.80626 -1.34242
O -2.42312 10.06735 -3.02115
H 2.15480 -7.34717 3.79223
H 7.05280 -0.30942 -3.47733
N 1.41621 -4.41261 -1.40481
C -1.19533 -0.16289 1.70854
N 5.73812 0.69712 -2.21245
C -4.17432 1.58209 -0.58413
H -1.54080 1.27233 -2.38128
N 5.69996 -1.35919 2.20915
H -2.23950 4.10360 -3.46358
H 7.71582 -0.96830 2.54196
H 5.11264 -5.12697 3.91774
H 3.48942 -4.57053 -1.34605
H -4.41225 8.55136 -0.09726
C 5.47048 2.11569 -2.08715
H 0.07848 -5.88449 -0.79172
N -8.97840 0.88503 0.10772
C -3.04554 6.88935 -1.45940
H 4.00467 -3.77660 4.26017
H -8.30242 0.13642 -1.69036
H -2.65625 6.72968 -0.45002
C -8.98769 2.24654 -0.38905
H 6.10496 2.53034 -1.30007
H 1.78526 -6.39805 -0.84438
H -3.57746 -1.08812 0.03527
C -0.86319 -1.34062 0.70723
H -8.31715 2.85490 0.22374
C 0.58710 -3.51669 -1.98895
H 3.92296 -7.38375 4.02521
F -0.52974 -0.48420 2.92978
H 6.71275 -2.83981 1.12078
C -1.42563 -1.15870 -0.77521
H -8.65608 2.28505 -1.42769
F -2.57178 -0.07465 2.06540
H 0.98954 -2.48947 -1.97985
H -2.39565 6.38857 -2.17651
H -1.26026 -2.32844 1.10517
H -4.68190 9.65159 -1.47533
H -10.24409 -0.04872 1.47428
C -9.39064 0.63278 1.47628
H 5.69778 2.60675 -3.03645
F 0.14475 1.78694 2.33335
H 0.86300 -6.18182 -2.35669
C 4.12329 -4.86020 4.29924
*
```